ORCA calculation (ωB97M-V with the def2-TZVPD basis set) on a structure of composition H30O15 in a non-equilibrium geometry.

Summary:
charge	0
HOMO-LUMO gap	6.257	eV
F_max	16.5	eV Å⁻¹
HOMO energy	-7.009	eV
ΔE to the lowest compared entry with this formula, charge and spin	14.682	eV

Atoms and positions in Å:
H (-0.116, 0.082, 0.025)
H (1.321, 0.215, -0.187)
H (0.467, 0.793, 1.860)
H (1.287, 2.049, 1.904)
H (2.733, 2.197, 0.149)
H (3.165, 1.300, 1.126)
H (-0.363, 5.062, 0.663)
H (-0.400, 4.212, -0.529)
H (-1.148, 1.808, -1.957)
H (-1.996, 0.823, -2.659)
H (-0.172, -3.620, 1.516)
H (0.096, -3.965, -0.026)
H (-0.009, -1.803, -0.871)
H (0.819, -2.963, -1.311)
H (1.912, -0.671, -2.035)
H (0.726, 0.302, -2.549)
H (-3.737, 1.275, 1.762)
H (-3.105, 1.564, 0.425)
H (-5.635, 0.534, -1.606)
H (-4.209, 0.131, -1.803)
H (0.519, 2.293, -0.422)
H (-0.238, 2.498, 0.890)
H (4.158, -1.696, 0.551)
H (4.609, -2.669, 1.591)
H (3.434, -0.728, -3.603)
H (2.037, -0.250, -3.602)
H (-3.043, -1.675, 0.552)
H (-3.914, -2.501, 1.463)
H (0.076, 0.165, 4.547)
H (-0.119, -1.349, 4.185)
O (0.587, -0.179, -0.577)
O (1.178, 1.217, 2.343)
O (2.995, 1.327, 0.180)
O (0.166, 4.438, 0.164)
O (-1.460, 0.943, -1.856)
O (-0.550, -3.966, 0.643)
O (0.642, -2.064, -1.571)
O (1.415, 0.211, -1.892)
O (-3.867, 1.040, 0.855)
O (-4.968, -0.094, -1.285)
O (0.552, 2.730, 0.369)
O (3.966, -2.018, 1.374)
O (2.540, -0.870, -3.984)
O (-3.566, -2.490, 0.627)
O (0.477, -0.653, 4.605)